# C19H69F3N30O18

A 17-piece molecular cluster, C19H69F3N30O18 overall at a distorted geometry (the ωB97M-V functional and the def2-TZVPD basis, the OMol25 dataset).

Output
max |F|: 10.124 eV Å⁻¹
highest occupied orbital energy (spin up / spin down): -2.015 / -7.030 eV
multiplicity: 2
electronic energy: -4062.243851 Ha
LUMO (spin up / spin down): 0.9190 / 0.9168 eV
total charge: -1
⟨S²⟩: 0.751

Last column: Löwdin spin population.
Geometry (Å):
1 O -3.556 0.923 3.940  0.301
2 H -3.497 1.707 4.490  0.132
3 H -4.295 0.952 3.328  0.168
4 H -2.726 0.879 3.459  0.044
5 C -1.098 0.818 1.232  0.014
6 O -0.483 -0.389 0.667  0.004
7 O -1.312 0.539 2.614  0.051
8 C -0.507 2.225 0.841  0.002
9 F -0.409 2.386 -0.490  0.000
10 F -1.290 3.144 1.372  0.014
11 F 0.710 2.370 1.293  0.001
12 C 0.386 -0.256 -0.453  0.000
13 C 0.793 -1.588 -1.002  0.000
14 H 1.591 -1.498 -1.739  0.000
15 H 1.253 -2.135 -0.180  0.000
16 H -0.064 -2.178 -1.328  0.000
17 H 1.360 0.096 -0.113  0.000
18 H -0.017 0.239 -1.336  0.000
19 H -2.046 0.832 0.694  0.009
20 C -1.095 -1.406 -5.195  0.000
21 O -1.063 -1.286 -6.394  0.000
22 N -0.556 -0.630 -4.399  0.000
23 N -1.553 -2.394 -4.583  0.000
24 H 0.232 -0.165 -4.826  0.000
25 H -0.576 -0.914 -3.429  0.000
26 H -1.695 -3.199 -5.177  0.000
27 H -1.222 -2.534 -3.640  0.000
28 C -4.035 5.342 -0.028  0.003
29 O -4.183 5.965 1.003  0.009
30 N -3.167 4.373 -0.124  0.004
31 N -4.673 5.552 -1.118  0.001
32 H -3.157 3.971 -1.051  0.000
33 H -2.644 4.088 0.692  0.003
34 H -4.470 5.036 -1.962  0.000
35 H -5.408 6.217 -0.926  0.000
36 C 2.422 5.169 -0.744  0.000
37 O 2.581 6.364 -0.716  0.000
38 N 3.428 4.350 -0.871  0.000
39 N 1.333 4.582 -0.585  0.000
40 H 3.401 3.388 -1.177  0.000
41 H 4.247 4.941 -0.870  0.000
42 H 1.393 3.577 -0.509  0.000
43 H 0.673 5.029 0.036  0.000
44 C 0.339 5.225 3.893  0.002
45 O 0.998 5.307 2.843  0.001
46 N -0.120 4.169 4.443  0.006
47 N -0.031 6.274 4.567  0.000
48 H -0.490 4.225 5.381  0.007
49 H -0.004 3.252 4.036  0.002
50 H -0.351 6.118 5.512  0.000
51 H 0.121 7.189 4.167  0.000
52 C 3.602 -0.578 2.122  0.000
53 O 3.875 -1.577 1.460  0.000
54 N 3.556 -0.484 3.504  0.000
55 N 3.331 0.600 1.676  0.000
56 H 3.041 0.297 3.885  0.000
57 H 3.813 -1.295 4.047  0.000
58 H 3.067 1.309 2.346  0.000
59 H 3.022 0.491 0.721  0.000
60 C -2.474 -2.392 4.585  0.015
61 O -2.389 -1.696 5.573  0.020
62 N -3.221 -3.435 4.345  0.003
63 N -1.890 -2.091 3.465  0.006
64 H -3.407 -3.915 3.476  0.001
65 H -3.683 -3.850 5.140  0.000
66 H -2.165 -2.634 2.659  0.001
67 H -1.442 -1.214 3.242  0.003
68 C 2.359 1.518 -2.742  0.000
69 O 2.538 1.536 -1.530  0.000
70 N 1.282 2.006 -3.309  0.000
71 N 3.269 1.138 -3.651  0.000
72 H 0.510 2.115 -2.668  0.000
73 H 1.157 1.855 -4.299  0.000
74 H 3.137 1.384 -4.622  0.000
75 H 4.149 0.730 -3.370  0.000
76 C 2.665 -3.124 -4.333  0.000
77 O 2.468 -2.389 -5.279  0.000
78 N 2.210 -4.343 -4.342  0.000
79 N 3.568 -2.907 -3.378  0.000
80 H 2.643 -4.972 -3.681  0.000
81 H 1.512 -4.579 -5.033  0.000
82 H 4.015 -3.668 -2.887  0.000
83 H 4.150 -2.104 -3.569  0.000
84 C -2.454 2.457 -3.494  0.000
85 O -2.562 3.494 -2.881  0.000
86 N -2.611 1.258 -2.908  0.000
87 N -2.039 2.452 -4.782  0.000
88 H -2.792 1.321 -1.916  0.000
89 H -2.496 0.397 -3.423  0.000
90 H -2.087 1.512 -5.149  0.000
91 H -2.012 3.220 -5.438  0.000
92 C -3.740 -2.529 0.013  0.004
93 O -4.955 -2.480 -0.211  0.007
94 N -2.908 -3.218 -0.637  0.001
95 N -3.170 -1.876 0.937  0.012
96 H -3.435 -3.870 -1.200  0.000
97 H -1.997 -3.383 -0.235  0.000
98 H -2.205 -1.671 0.719  0.001
99 H -3.744 -1.567 1.708  0.028
100 C 5.712 -0.695 -2.162  0.000
101 O 5.644 -0.412 -3.385  0.000
102 N 4.802 -0.595 -1.238  0.000
103 N 6.704 -1.315 -1.638  0.000
104 H 3.872 -0.219 -1.357  0.000
105 H 4.832 -1.036 -0.330  0.000
106 H 6.775 -1.379 -0.633  0.000
107 H 7.568 -1.468 -2.140  0.000
108 C 0.432 0.866 6.444  0.005
109 O 1.380 1.385 7.072  0.002
110 N -0.545 0.171 6.928  0.005
111 N 0.355 1.023 5.146  0.005
112 H -0.729 0.206 7.920  0.001
113 H -1.343 -0.076 6.360  0.007
114 H 0.986 1.770 4.895  0.000
115 H -0.234 0.554 4.472  0.004
116 C 4.040 -5.279 1.774  0.000
117 O 4.401 -6.421 1.823  0.000
118 N 4.850 -4.271 1.806  0.000
119 N 2.797 -4.857 1.692  0.000
120 H 4.481 -3.331 1.839  0.000
121 H 5.854 -4.374 1.769  0.000
122 H 2.584 -3.873 1.764  0.000
123 H 2.149 -5.544 1.334  0.000
124 C -5.835 1.144 -1.144  0.007
125 O -6.532 0.799 -2.089  0.002
126 N -4.776 0.669 -0.732  0.012
127 N -6.103 2.194 -0.439  0.010
128 H -4.560 -0.274 -1.025  0.000
129 H -4.352 1.009 0.119  0.030
130 H -5.494 2.439 0.329  0.026
131 H -6.920 2.735 -0.682  0.001
132 C -0.307 -5.206 -2.117  0.000
133 O -0.683 -4.202 -2.738  0.000
134 N -0.484 -6.408 -2.417  0.000
135 N 0.290 -5.167 -0.994  0.000
136 H -0.020 -7.215 -2.024  0.000
137 H -1.268 -6.518 -3.043  0.000
138 H 0.601 -4.246 -0.720  0.000
139 H 0.545 -6.075 -0.632  0.000